(1)
The following is a quantum chemistry calculation of a 7-piece molecular cluster, C4H20NO8 overall, from the Open Molecules 2025 dataset.

Computed properties:
DFT total energy ... -22345.957 eV
HOMO energy ... -0.2139 Ha
Gap between HOMO and LUMO ... 8.8 eV
Net charge ... -1
Energy relative to the best compared isomer or geometry (same formula, charge and spin) ... 9.0 kJ/mol
F_max ... 1.550 eV Å⁻¹

Positions of all 33 atoms, in Å:
C -0.055072 -0.872013 0.583264
N 0.497280 -0.986349 -0.751695
C 1.948868 -0.953271 -0.989441
O 2.316072 -1.721141 -1.879574
O 2.588802 -0.067046 -0.346978
C -1.531241 -0.433454 0.638099
C -1.782187 0.433972 1.889073
H 0.538035 -0.179980 1.178533
H -0.022444 -1.805122 1.179995
H 0.010831 -1.657484 -1.320544
H -1.740216 0.146119 -0.257770
H -2.265383 -1.234617 0.686948
H -1.597284 1.484444 1.673734
H -2.830391 0.352344 2.209806
H -1.282786 -0.043295 2.737463
H 0.616361 1.240961 -2.338788
H -0.069731 2.535072 -2.199500
O -0.054817 1.769096 -2.795319
H -2.420665 -2.233119 -1.473197
H -1.304811 -2.962316 -0.771089
O -2.254378 -3.030419 -0.933926
H 0.345288 1.628406 0.024030
H 1.842252 1.383175 -0.265484
O 1.140848 2.089907 -0.208253
H 1.764717 3.071058 2.563630
H 1.612011 3.204357 1.088585
O 1.749559 3.761384 1.892073
H -2.425198 -0.098317 -3.079827
H -1.316265 -0.121914 -2.045422
O -2.265498 -0.310953 -2.148530
H 2.681281 -2.247240 1.912774
H 2.809018 -0.812616 1.353736
O 2.757143 -1.329629 2.193593

Cartesian forces, eV/Å:
-0.66 -0.49 0.80
0.20 0.63 0.47
-1.27 -0.22 -0.86
0.42 0.15 0.28
0.14 -0.44 0.24
0.07 1.01 0.42
-0.94 -0.93 -0.15
0.15 0.13 -0.25
0.37 -0.02 -0.30
0.48 -0.33 -0.21
-0.22 0.07 0.40
0.41 -0.33 -0.35
0.52 0.02 0.59
-0.03 0.23 -0.38
0.58 0.72 0.01
0.01 -0.14 -0.18
-0.06 -0.16 -0.26
0.05 0.17 0.30
-0.09 -0.15 0.20
-0.19 -0.27 0.14
0.17 0.19 -0.42
-0.53 -0.47 0.22
-0.26 -0.33 0.06
0.67 0.86 -0.24
0.08 0.20 0.22
-0.05 0.44 0.10
-0.05 -0.53 -0.18
0.02 -0.02 0.25
-0.08 0.17 -0.03
0.00 -0.20 -0.88
0.04 0.13 -0.07
-0.01 -0.27 0.27
0.08 0.18 -0.20

=====

(2)
The following is a quantum chemistry calculation of a 9-piece molecular cluster, C23H36Cl8O15 overall, from the Open Molecules 2025 dataset.

Computed properties:
SMILES string ... O=C1OCCO1.O=C1OCCO1.O=C1OCCO1.O=C1OCCO1.O=C1OCCO1.ClCCCl.ClCCCl.ClCCCl.ClCCCl
DFT total energy ... -155327.225 eV
HOMO energy ... -0.3769 Ha
Gap between HOMO and LUMO ... 10.1 eV
Energy relative to the best compared isomer or geometry (same formula, charge and spin) ... 73.0 kJ/mol
F_max ... 2.194 eV Å⁻¹

Positions of all 82 atoms, in Å:
C 3.662139 0.072908 0.312982
C 4.334884 -1.225518 -0.089343
O 5.452044 -0.833055 -0.863629
C 5.657807 0.497994 -0.723106
O 6.518365 1.144904 -1.177601
O 4.730853 0.996086 0.135307
H 3.187074 0.192407 1.280477
H 2.815622 0.227229 -0.365992
H 3.689642 -1.952496 -0.576281
H 4.736086 -1.742907 0.788972
C -1.217467 0.086877 -0.572840
C -0.202258 1.120884 -0.009126
O 0.524148 0.323335 0.924344
C 0.227699 -0.968599 0.814348
O 0.862091 -1.891457 1.237536
O -0.959876 -1.127797 0.154709
H -0.961064 -0.068342 -1.618241
H -2.253836 0.375187 -0.413342
H -0.605597 1.976634 0.518376
H 0.426089 1.471946 -0.826444
C -2.640669 5.982883 -2.496465
C -3.596805 5.033579 -1.773080
O -2.706262 4.032041 -1.235766
C -1.451643 4.502248 -1.251849
O -0.518028 4.000655 -0.708000
O -1.372364 5.654689 -1.922426
H -2.912366 7.011473 -2.264782
H -2.543713 5.849599 -3.570947
H -4.272627 4.559191 -2.483850
H -4.168488 5.379521 -0.914984
C 3.242952 -2.867530 -4.481330
C 3.518685 -1.592046 -5.315226
O 2.783682 -0.563325 -4.637599
C 2.250222 -1.089480 -3.511681
O 1.640408 -0.448881 -2.715860
O 2.390026 -2.402691 -3.452718
H 4.204184 -3.272109 -4.164477
H 2.753373 -3.637420 -5.070655
H 3.118159 -1.753876 -6.316982
H 4.550648 -1.274962 -5.436220
C -4.003421 -1.899997 1.146626
C -4.886207 -1.340184 0.008903
O -6.218652 -1.554000 0.490305
C -6.193733 -2.205981 1.674327
O -7.131781 -2.668001 2.244140
O -4.954874 -2.215414 2.146854
H -3.358194 -1.152785 1.604233
H -3.438229 -2.773116 0.826520
H -4.703449 -1.847540 -0.934663
H -4.753937 -0.268084 -0.134712
Cl 3.771216 0.885179 6.231424
C 2.865186 1.335073 4.771995
C 2.538374 0.136341 3.897766
Cl 1.595753 -1.159173 4.708343
H 3.390456 2.130994 4.250841
H 1.895397 1.749201 5.044467
H 3.454197 -0.317801 3.522810
H 1.953000 0.450608 3.035102
Cl -2.144919 -1.226123 -6.398974
C -1.362252 -0.378978 -5.042902
C -2.377022 0.232109 -4.097892
Cl -3.344114 -1.074918 -3.306717
H -0.744941 0.436727 -5.434419
H -0.588899 -1.016513 -4.617464
H -3.113420 0.769945 -4.689308
H -1.881587 0.939186 -3.435829
Cl 1.144320 -6.429069 1.901453
C 1.552332 -4.845661 2.620281
C 1.390847 -4.862993 4.140219
Cl -0.370433 -4.875457 4.485386
H 1.139569 -3.911447 2.246442
H 2.627102 -4.808722 2.427942
H 1.819489 -3.949395 4.548389
H 1.868870 -5.702384 4.636360
Cl 0.199809 3.837277 4.465400
C -0.993322 2.557388 4.288058
C -2.136588 2.954110 3.322467
Cl -2.673720 1.431690 2.549584
H -1.475813 2.339882 5.241618
H -0.548671 1.619035 3.966455
H -1.693998 3.605493 2.574531
H -3.007594 3.293690 3.867460

Cartesian forces, eV/Å:
-0.62 -0.17 -1.02
0.00 -1.07 1.92
0.09 0.21 -1.03
-1.42 -0.62 1.49
1.29 0.47 -0.96
-0.49 0.62 -0.05
0.69 -0.41 0.33
0.39 0.60 -0.37
0.03 0.30 -0.49
0.00 0.01 0.03
0.23 0.49 0.29
-0.69 -0.54 -0.19
1.12 0.19 0.23
-0.91 -1.05 -0.30
0.00 0.72 0.11
0.72 0.58 -0.14
-0.40 -0.25 -0.04
-0.02 -0.04 -0.18
-0.20 -0.12 -0.04
0.33 -0.02 0.29
-0.15 0.34 0.71
0.06 -1.02 -0.46
-0.22 -0.21 -0.24
0.39 0.23 0.39
-0.08 -0.30 -0.05
-0.07 0.56 -0.18
0.34 0.09 -0.14
-0.35 -0.15 -0.03
-0.05 -0.11 0.17
0.08 0.65 -0.21
1.00 0.42 -1.10
-0.56 -0.32 -0.70
0.26 -0.53 0.23
-0.50 0.87 -0.60
-0.23 0.33 0.50
0.55 -0.97 0.48
-0.29 -0.05 0.80
-0.29 0.05 0.12
-0.14 0.42 0.00
0.11 -0.16 0.41
-0.20 0.75 -0.17
0.23 0.29 0.49
-0.18 -0.32 -0.62
-0.50 0.07 0.07
-0.02 0.30 -0.32
0.73 -0.85 0.71
0.28 -0.11 -0.33
0.00 -0.06 0.25
-0.31 -0.09 0.01
0.01 0.00 -0.04
0.02 0.11 -0.08
-1.21 -0.33 0.06
0.72 -0.07 -0.38
0.12 0.49 -0.02
0.25 -0.28 -0.22
0.20 0.16 0.53
-0.03 -0.17 0.10
-0.10 0.09 0.10
0.17 0.05 0.07
0.74 0.69 -0.21
-0.22 -0.74 -0.81
0.44 0.57 0.27
-0.40 0.10 -0.33
-0.58 -0.39 0.46
0.07 0.14 0.00
-0.17 -0.37 0.52
-0.59 0.44 -0.21
1.79 -0.17 1.26
-0.36 0.17 -0.64
0.18 0.00 0.36
-0.67 -0.62 -0.63
0.02 0.29 0.04
-0.17 0.08 -0.03
-0.19 -0.21 -0.16
0.11 0.18 0.05
-1.43 -0.50 0.22
1.24 -0.87 0.34
-0.25 -0.07 -0.33
0.43 0.16 0.21
0.40 0.24 -0.19
-0.63 0.20 -0.17
0.11 0.62 -0.22

=====

(3)
The following is a quantum chemistry calculation of a 6-piece molecular cluster, C58H64F7N2O26S overall, from the Open Molecules 2025 dataset.

Computed properties:
DFT total energy ... -147240.489 eV
HOMO energy ... -0.3964 Ha
Gap between HOMO and LUMO ... 6.7 eV
Net charge ... +1
F_max ... 7.596 eV Å⁻¹

Positions of all 158 atoms, in Å:
C -3.282679 -8.112163 -1.152561
C -2.018089 -7.156384 -1.199119
C -2.176755 -5.955219 -0.147226
C -2.018798 -4.581015 -0.870646
C -3.449010 -4.371390 -1.575559
N -1.364699 -3.388364 -0.190354
S 0.354233 -3.599430 -0.584846
O 1.291839 -2.881846 0.244643
O 0.582671 -3.128230 -1.943565
C 1.075005 -5.297228 -0.687179
F 0.788330 -5.973141 -1.855083
F 0.856939 -6.155297 0.351970
C 2.686387 -5.222408 -0.725506
F 3.183198 -4.202073 -1.464937
F 3.189655 -5.084379 0.543968
C 3.329899 -6.532641 -1.342263
F 3.418711 -6.487023 -2.698482
F 2.796206 -7.696092 -0.932505
F 4.635880 -6.531040 -0.915783
C -1.858766 -2.188609 -0.983271
C -1.293953 -0.778766 -0.603487
O 0.044906 -0.483865 -0.902063
C 0.314028 0.924946 -0.745948
C 1.842105 1.159701 -1.029388
C 2.227297 2.540672 -0.339481
O 2.088462 1.236508 -2.430752
N -1.745366 -0.552263 0.753599
C -2.747436 0.455212 1.010665
C -4.187892 0.261439 0.387060
C -1.457501 -1.593919 1.740503
C -0.035039 -1.195605 2.318987
C -0.189266 -0.382290 3.680075
O 1.153072 -0.067332 4.095562
C -1.683016 -3.123481 1.285810
C -3.254109 -3.280858 1.580900
C -3.690519 -3.419265 3.077516
C -0.979888 -4.093918 2.301182
O -0.831535 -3.619377 3.638584
C 0.252408 -4.148086 4.316839
C 1.645585 -4.094437 3.940892
C 2.662949 -4.673373 4.787807
C 2.356917 -5.294331 6.069046
C 0.960315 -5.331766 6.457200
C -0.045659 -4.779555 5.598797
H -3.102343 -9.029398 -1.771588
H -4.163429 -7.598275 -1.612962
H -3.560656 -8.361259 -0.102119
H -1.103514 -7.763776 -0.966097
H -1.907088 -6.789704 -2.249108
H -1.542750 -6.227144 0.714726
H -3.242693 -6.061888 0.196661
H -1.417009 -4.777316 -1.808357
H -4.147076 -3.742911 -0.981154
H -3.952258 -5.343057 -1.768746
H -3.319931 -3.883879 -2.579102
H -1.804563 -2.307037 -2.083280
H -2.935764 -1.971020 -0.757089
H -1.899047 -0.058223 -1.243611
H 0.120842 1.228872 0.315758
H -0.371191 1.533136 -1.393284
H 2.447373 0.369352 -0.521952
H 2.093611 3.367814 -1.075009
H 1.591830 2.746711 0.562720
H 3.298841 2.545254 -0.032588
H 1.465716 1.906918 -2.762822
H -2.373851 1.450401 0.624351
H -2.899768 0.631459 2.110595
H -4.769835 -0.376363 1.111863
H -4.691099 1.262365 0.428100
H -4.206066 -0.162326 -0.644213
H -2.140415 -1.350635 2.600042
H 0.519539 -0.495878 1.637712
H 0.664651 -2.024733 2.549349
H -0.813825 0.531989 3.521297
H -0.594438 -1.071793 4.465449
H 1.614032 0.377082 3.364599
H -3.770035 -2.357636 1.190878
H -3.745343 -4.142893 1.083364
H -4.811181 -3.390129 3.108255
H -3.256224 -2.687493 3.793346
H -3.412728 -4.440254 3.459969
H 0.012287 -4.504139 1.996909
H -1.659834 -4.988127 2.413173
H 1.921191 -3.602546 2.982636
H 3.740709 -4.674505 4.507113
H 3.137993 -5.708660 6.734275
H 0.718606 -5.778937 7.449142
H -1.105723 -4.811236 5.943424
C 7.404227 1.093858 -5.705496
C 6.657867 2.198643 -5.610754
C 5.263999 2.154186 -5.073123
O 4.624764 3.190661 -4.986088
C 4.720949 0.860330 -4.675423
C 5.464675 -0.246126 -4.772063
C 6.868754 -0.200213 -5.284186
O 7.516096 -1.228664 -5.338441
O 4.987780 -1.450652 -4.414092
O 7.125234 3.400845 -5.992828
H 8.414516 1.111992 -6.090400
H 3.704745 0.843701 -4.304704
H 5.717312 -2.079211 -4.578206
H 6.399407 4.031684 -5.823116
C -2.245228 5.597713 3.433873
C -2.502039 4.389777 2.927404
C -3.897556 3.948874 2.624936
O -4.080486 2.838104 2.143974
C -4.988782 4.866350 2.923380
C -4.735979 6.077602 3.434722
C -3.337493 6.530981 3.712777
O -3.150978 7.644194 4.159539
O -5.720917 6.937918 3.719995
O -1.514625 3.508422 2.662844
H -1.239781 5.928904 3.654934
H -5.994470 4.527134 2.715784
H -5.280039 7.735410 4.073635
H -1.960368 2.717857 2.304663
C 4.676775 6.023773 0.483571
C 5.019864 7.295480 0.715152
C 5.324339 8.239435 -0.404877
O 5.613644 9.392121 -0.147942
C 5.263661 7.725149 -1.771609
C 4.923925 6.452667 -2.003171
C 4.593084 5.517098 -0.883403
O 4.270493 4.370082 -1.140707
O 4.864163 5.957025 -3.252328
O 5.106222 7.785339 1.961712
H 4.452393 5.332583 1.284479
H 5.503007 8.412270 -2.571361
H 4.596442 5.021947 -3.156466
H 5.367964 8.721131 1.858017
C 1.957418 4.097371 -9.218208
C 2.011794 5.260321 -9.876262
C 2.402812 6.530161 -9.189148
O 2.456866 7.561602 -9.831733
C 2.700878 6.473287 -7.759556
C 2.643400 5.310884 -7.100381
C 2.278472 4.036396 -7.794312
O 2.255401 2.996952 -7.159418
O 2.910756 5.232880 -5.786677
O 1.719230 5.343586 -11.184272
H 1.678190 3.172751 -9.704381
H 2.965278 7.400627 -7.270436
H 2.804326 4.289578 -5.552514
H 1.834973 6.284770 -11.419245
C -6.172838 -0.613804 6.695681
C -5.880804 0.656860 6.999135
C -5.590723 1.666445 5.933959
O -5.347621 2.815135 6.249501
C -5.607996 1.218744 4.541058
C -5.896052 -0.048631 4.242435
C -6.212363 -1.051451 5.303391
O -6.486318 -2.193893 4.977497
O -5.915751 -0.487296 2.966309
O -5.835526 1.083661 8.269995
H -6.386403 -1.353299 7.455125
H -5.380117 1.951205 3.780034
H -6.152504 -1.433492 3.021795
H -5.606901 2.032073 8.221792

Cartesian forces, eV/Å:
0.32 0.52 -0.42
-0.48 -0.48 0.18
-0.50 -1.31 -0.18
-1.63 -2.60 -2.11
0.17 1.17 -0.30
-1.57 0.15 0.15
5.63 4.02 -3.14
-2.01 -1.47 1.62
-2.25 -1.74 0.82
1.56 -3.36 -0.24
-0.59 1.30 1.33
-0.61 1.10 -0.71
1.08 1.21 0.45
-0.80 -0.75 0.49
-1.05 -0.25 -1.24
2.34 -0.82 -0.48
-0.92 -0.03 1.54
-0.09 1.18 -0.45
-1.47 0.14 -0.21
-0.03 2.64 -1.32
-1.37 0.89 0.01
-0.48 -0.12 0.27
0.88 -0.42 0.70
-0.99 1.71 1.07
-0.05 -0.46 -0.06
-0.18 -0.30 0.40
-0.07 -0.70 -0.06
-0.90 1.46 -0.44
-0.04 -0.01 1.27
1.87 1.59 0.37
0.31 0.29 0.99
1.00 -1.14 -1.03
-0.68 0.28 -0.09
-1.68 1.11 3.19
-0.81 0.55 -0.53
0.15 -0.91 0.15
0.18 -2.13 -0.12
0.28 0.62 -0.81
1.96 -1.60 2.92
-0.61 -0.39 0.49
-0.81 -0.54 1.21
-1.95 1.10 -1.69
1.15 0.58 -1.06
0.48 0.20 -0.37
-0.13 0.72 0.79
0.62 -0.33 0.39
0.33 -0.07 -0.80
-0.77 0.69 -0.18
-0.02 -0.14 0.81
-0.10 0.68 -0.45
1.08 0.44 -0.01
0.02 0.45 1.27
0.47 -0.53 -0.35
0.71 0.53 0.35
-0.16 -0.38 0.98
0.49 -0.66 0.83
1.03 -1.06 0.09
0.21 -0.93 0.51
0.00 -0.35 -0.77
0.60 -0.40 0.21
-0.57 0.28 -0.96
0.04 -0.59 0.61
0.58 -0.18 -0.74
-0.93 0.01 -0.33
0.46 -0.30 0.02
-0.15 -0.96 0.26
0.34 -0.46 -0.94
0.47 0.46 -1.16
0.39 -0.96 -0.33
0.07 0.41 0.69
0.37 -0.97 -0.91
-0.71 -0.88 0.25
-0.66 0.50 -0.19
0.33 -0.62 0.32
0.14 0.85 -0.61
-0.29 -0.14 0.33
0.57 -0.85 0.18
0.67 0.43 0.10
1.01 0.15 0.01
-0.39 -0.35 -0.67
-0.24 0.98 -0.26
-0.65 0.52 -0.26
0.71 0.70 -0.40
-0.01 -0.49 0.80
-1.11 0.27 -0.09
-0.56 0.35 -0.67
-0.09 0.46 -1.05
0.94 0.06 -0.44
0.00 -0.29 0.06
0.72 0.42 -0.35
-0.54 -0.51 0.26
0.36 0.17 -0.02
-0.14 0.38 -0.06
-0.70 -0.32 0.30
0.58 0.27 -0.27
-0.33 -0.12 0.13
0.68 0.33 -0.28
-0.71 -0.36 0.34
-0.02 0.02 0.01
0.03 -0.03 0.06
-0.07 -0.01 0.03
0.12 0.06 -0.04
-0.05 0.19 0.06
0.77 -0.02 0.07
-0.69 0.31 0.02
0.35 0.14 0.12
0.19 -0.45 -0.18
-0.98 0.12 0.01
0.68 0.01 0.08
-0.37 -0.04 -0.04
0.93 -0.12 0.00
-0.74 0.00 -0.07
-0.02 -0.01 -0.01
0.00 0.05 0.01
-0.13 0.02 0.00
0.07 0.04 0.01
-0.08 -0.27 -0.26
-0.10 -0.25 0.89
0.11 0.22 -0.72
-0.05 -0.15 0.37
0.03 0.20 0.24
0.12 0.24 -0.90
-0.01 -0.08 0.58
0.31 0.32 -0.38
-0.10 -0.24 0.93
0.08 0.23 -0.82
0.01 0.03 0.01
-0.01 -0.02 0.00
0.01 0.02 -0.22
-0.01 -0.03 0.09
0.05 -0.15 0.30
-0.26 -0.53 -0.69
0.20 0.43 0.55
-0.13 -0.25 -0.27
-0.03 0.12 -0.31
0.22 0.55 0.72
-0.19 -0.39 -0.54
0.04 0.23 0.26
-0.45 -0.42 -0.72
0.24 0.49 0.65
0.02 0.03 -0.01
0.00 -0.02 0.01
0.28 0.03 0.09
-0.02 -0.07 -0.07
-0.03 -0.23 -0.30
-0.12 -0.30 0.87
0.07 0.20 -0.51
-0.01 -0.16 0.25
0.04 0.24 0.16
0.12 0.32 -0.63
-0.12 -0.23 0.71
0.13 0.13 -0.40
-0.13 -0.39 0.75
0.11 0.28 -0.86
-0.01 0.03 0.00
-0.04 -0.05 -0.04
-0.10 0.08 0.03
-0.03 -0.04 0.13

=====

(4)
The following is a quantum chemistry calculation of the molecule C5H7P, from the Open Molecules 2025 dataset.

Computed properties:
DFT total energy ... -14581.769 eV
HOMO energy (spin up / spin down) ... -0.2887 / -0.2999 Ha
Gap between HOMO and LUMO (spin up / spin down) ... 7.8 / 7.9 eV
Energy relative to the best compared isomer or geometry (same formula, charge and spin) ... 379.1 kJ/mol
F_max ... 4.426 eV Å⁻¹

Positions of all 13 atoms, in Å:
C 1.832740 -0.896016 0.130209
C 0.346181 -1.099697 -0.201446
C -0.490658 1.182163 0.712926
C -0.380132 0.195469 -0.465445
C 0.154226 1.593378 -0.556547
P 2.709790 0.486884 -0.056221
H 2.366591 -1.796864 0.638068
H 0.069381 -1.638174 -1.153221
H 0.116392 -1.710662 0.728368
H -1.359174 1.751347 0.793190
H 0.171525 1.190552 1.516480
H -1.354943 -0.126418 -1.055298
H -0.008582 2.253180 -1.370053

Cartesian forces, eV/Å:
0.69 -1.18 -0.12
1.26 -0.72 0.11
-0.05 0.87 -2.73
-2.51 0.03 0.75
2.67 -3.53 0.00
-1.65 0.81 -0.27
-0.95 1.46 -1.07
1.18 -0.48 1.17
-1.15 0.79 -1.26
-1.76 0.42 0.84
0.71 -0.59 1.45
1.74 1.39 1.31
-0.19 0.72 -0.18